# 1
2 unconnected molecules or ions with the total composition C12H17N, computed with wB97M-V/def2-TZVPD.

Results
SMILES string = Cc1c[nH]c2ccccc12.CCC
HOMO level = -7.76 eV
Gap between HOMO and LUMO = 8.71 eV
Calculated total energy = -522.19781 Eh
LUMO level = 0.949 eV

Atoms and positions in Å:
C  -2.2757  -2.5333  1.3236
C  -2.9571  -1.1652  1.2491
C  -1.6166  -2.8794  2.6558
H  -2.9540  -3.3352  1.0339
H  -1.4901  -2.5579  0.5576
H  -3.9534  -1.1953  1.6979
H  -3.2556  -1.0558  0.2003
H  -2.2735  -2.7515  3.5109
H  -1.1866  -3.8795  2.5808
H  -2.3172  -0.4059  1.6876
H  -0.7285  -2.2501  2.7962
C  0.2984  3.6441  -0.6646
C  0.3819  -0.0923  -0.7799
C  1.0047  1.1400  -0.5589
C  -0.0045  2.1770  -0.6248
C  -1.1591  1.5121  -0.8746
C  1.1007  -1.2796  -0.8371
C  2.4390  -1.1756  -0.5431
C  3.1019  0.0350  -0.3356
C  2.3745  1.2189  -0.3826
N  -0.9476  0.1595  -1.0224
H  0.6604  -2.2305  -1.1012
H  3.0151  -2.0914  -0.4497
H  -1.7005  -0.5021  -1.0301
H  4.1736  0.0556  -0.1897
H  -2.1471  1.9512  -0.9216
H  2.9716  2.1017  -0.5825
H  0.2927  3.9619  -1.7077
H  1.2891  3.8770  -0.2794
H  -0.4817  4.1878  -0.1332

Forces on the atoms, in the same order (eV/Å):
0.372 -0.081 -0.040
-0.814 -1.362 -0.338
0.757 0.306 -0.577
-0.286 0.058 0.031
0.023 0.006 0.077
0.274 0.133 0.677
0.494 0.764 -0.004
-0.080 -0.235 0.082
-0.367 -0.183 0.351
-0.183 0.375 -0.368
-0.278 0.199 0.138
-0.539 -0.337 -0.173
-0.316 -0.390 -0.295
-0.300 0.961 0.033
0.806 -0.672 -0.351
-0.532 0.785 0.145
-0.032 0.249 0.225
0.734 -0.935 0.362
-0.661 0.375 0.009
1.420 -0.734 -0.868
-0.148 0.290 0.182
-0.115 -0.023 0.122
0.011 0.029 -0.244
0.165 -0.177 0.035
-0.014 -0.042 -0.052
-0.018 -0.272 -0.199
-0.420 0.460 0.730
-0.029 0.199 -0.019
-0.126 -0.035 0.281
0.203 0.289 0.050

***

# 2
A molecular structure, C12H17N2O7SW, computed with wB97M-V/def2-TZVPD.

Results
HOMO level = -19.18 eV
Gap between HOMO and LUMO = 6.51 eV
Calculated total energy = -1567.79935 Eh
LUMO level = -12.671 eV
Total charge = +3

Atoms and positions in Å:
W  -0.1801  0.6839  0.7079
N  -0.5476  1.0565  2.9314
C  -1.9263  1.6418  3.1765
C  -2.6758  1.2000  1.9506
O  -1.6980  1.6198  0.8612
N  -3.5128  0.3458  1.7037
C  -3.4692  -0.4332  0.4464
C  -1.9905  -0.7928  0.3443
O  -1.1959  -0.4881  -0.6325
O  -1.3427  -0.9865  1.4265
H  -0.4555  0.1689  3.4289
H  0.1640  1.6837  3.3130
H  -1.8531  2.7238  3.2535
H  -2.3762  1.2223  4.0744
H  -3.7896  0.1349  -0.4277
H  -4.0911  -1.3228  0.5490
C  1.2491  -2.2168  1.4106
O  1.2071  -0.7088  1.4695
H  1.2135  -2.5095  0.3657
H  0.4000  -2.5808  1.9736
H  2.1832  -2.5069  1.8816
H  2.1202  -0.3769  1.4323
C  4.3225  6.1793  -3.6191
C  3.6219  5.0837  -2.9151
C  2.2739  5.2473  -2.5086
C  1.5981  4.2442  -1.8832
C  2.2875  3.0136  -1.6732
C  3.6528  2.8234  -2.0497
C  4.2856  3.8575  -2.6708
S  1.5176  1.7588  -0.9757
O  2.0213  0.4210  -1.0480
O  1.2697  1.8074  0.8149
O  0.0058  1.7764  -1.0872
H  3.9569  7.1592  -3.3166
H  4.1115  6.0775  -4.6928
H  5.4023  6.1202  -3.4988
H  1.7752  6.1877  -2.7032
H  0.5661  4.3638  -1.5812
H  4.1526  1.8799  -1.8731
H  5.3136  3.7415  -2.9886

Forces on the atoms, in the same order (eV/Å):
-1.111 -0.408 0.580
0.062 -0.038 -0.009
-0.068 -0.074 0.008
0.108 0.005 -0.007
-0.041 0.167 -0.079
-0.059 0.020 0.097
0.106 -0.007 -0.101
-0.015 -0.011 0.147
0.036 0.069 -0.105
0.281 0.309 -0.192
-0.003 0.029 0.041
0.004 0.007 -0.007
-0.004 0.005 -0.021
0.023 0.005 0.007
0.006 0.003 0.004
-0.012 0.011 0.041
-0.028 -0.062 0.028
0.016 0.037 -0.213
0.003 0.015 -0.002
0.002 0.010 0.014
0.002 0.015 0.008
0.008 0.025 0.038
0.001 -0.005 -0.011
0.013 -0.004 0.005
-0.013 -0.001 0.008
-0.002 0.019 -0.015
0.058 -0.056 0.052
-0.037 0.010 -0.023
0.007 0.006 -0.003
-0.358 0.042 -0.071
0.423 0.166 -0.170
0.281 -0.081 0.062
0.319 -0.243 -0.126
-0.004 -0.001 0.000
-0.001 0.006 0.001
-0.002 0.003 0.004
0.004 0.003 0.001
-0.001 0.003 0.000
-0.003 0.001 0.003
0.001 -0.001 0.006

***

# 3
2 unconnected molecules or ions with the total composition C12H17N3, computed with wB97M-V/def2-TZVPD.

Results
HOMO level = -16.60 eV
Gap between HOMO and LUMO = 8.60 eV
Calculated total energy = -631.10620 Eh
LUMO level = -8.001 eV
Total charge = +2

Atoms and positions in Å:
C  2.4132  -2.5958  0.0786
C  1.4971  -2.6848  -0.9743
C  2.8109  -1.4221  0.6154
C  0.7847  -1.5843  -1.3834
C  2.3211  -0.2796  0.1318
C  1.2820  -0.3333  -0.7893
C  -1.7095  0.9630  0.4481
C  2.5359  1.1128  0.5300
C  1.7135  2.0057  -0.3437
C  -2.9878  -0.8882  1.1323
C  -3.7732  0.4323  1.1516
C  0.8768  0.9841  -1.0901
N  -1.7340  -0.3780  0.5109
N  -2.8318  1.4440  0.8649
N  0.0649  1.3003  -2.0588
H  2.8686  -3.5340  0.5262
H  1.2859  -3.6009  -1.5942
H  3.6263  -1.3795  1.3614
H  0.0702  -1.5485  -2.1122
H  2.3437  1.2139  1.6420
H  3.5250  1.4567  0.5144
H  1.1960  2.8484  0.2352
H  2.2783  2.5640  -1.0111
H  -2.7276  -1.1690  2.2170
H  -3.3934  -1.7878  0.6030
H  -4.5936  0.2936  0.2671
H  -4.2538  0.6445  2.1317
H  -0.9794  -0.8979  0.1907
H  -3.2035  2.3562  1.0568
H  -0.1692  0.5435  -2.6533
H  -0.1096  2.2026  -2.3626
H  -1.0276  1.7180  0.1639

Forces on the atoms, in the same order (eV/Å):
0.781 -2.900 0.508
-1.620 -1.101 -1.877
2.685 -0.706 1.910
3.661 2.211 2.987
-1.853 1.801 -0.885
-1.505 -1.314 -1.127
-1.426 -1.004 0.902
0.330 0.632 2.902
-2.583 -0.272 1.815
1.261 -0.288 1.997
-4.032 -2.508 -1.174
1.067 1.426 -0.562
-0.463 2.313 -0.306
-1.237 0.392 0.368
0.368 -1.884 0.786
-0.640 1.136 -0.935
0.458 0.595 1.393
-0.684 -0.270 -0.318
-1.745 -0.372 -1.872
-0.302 -0.057 -1.103
1.843 0.054 -0.321
0.104 -1.396 -0.698
1.261 0.778 -1.663
-0.342 0.023 -1.617
0.181 1.181 0.358
1.620 1.017 2.163
0.034 -0.363 -0.876
1.444 -1.302 -0.411
0.966 0.815 -0.461
-0.711 -0.393 -0.898
-0.298 2.045 -0.625
1.376 -0.290 -0.360

***

# 4
C12H17N5 in the gas phase, computed with wB97M-V/def2-TZVPD.

Results
SMILES string = CC[C@@H]1CN2C(C)=Nc3c(C)nn(C)c3C2=N1
HOMO level = -7.84 eV
Gap between HOMO and LUMO = 8.57 eV
Calculated total energy = -741.23610 Eh
LUMO level = 0.726 eV

Atoms and positions in Å:
N  -1.4639  -0.5474  1.0555
N  0.3398  -2.6740  -2.4360
N  2.1289  0.1322  -0.8177
C  -0.3449  -0.4132  0.3911
C  1.4350  -1.8910  -2.3409
C  1.7714  0.7997  0.2658
C  1.3210  -0.9373  -1.2496
C  0.1040  -1.1648  -0.7357
N  -0.4860  -2.2312  -1.4183
N  0.5531  0.5070  0.9247
C  2.6715  -1.9913  -3.1911
C  2.6386  1.9228  0.7293
C  -1.8876  -2.6471  -1.2633
C  -2.2312  2.4253  0.6851
C  0.0404  0.9131  2.2501
C  -2.4667  1.5805  1.9322
C  -1.4313  0.4336  2.1645
H  3.3785  -2.5456  -2.6125
H  2.4528  -2.4532  -4.1509
H  3.1265  -1.0126  -3.3385
H  3.6544  1.7886  0.3707
H  2.6694  1.9366  1.8441
H  2.2242  2.8658  0.3698
H  -2.2627  -2.5449  -0.2397
H  -2.5406  -2.1095  -1.9409
H  -1.9641  -3.6961  -1.5386
H  -1.2714  2.9333  0.7531
H  -3.0357  3.2007  0.5421
H  -2.2563  1.7732  -0.1845
H  0.1318  1.9979  2.4415
H  0.5945  0.3714  3.0181
H  -2.4540  2.2497  2.8008
H  -3.4560  1.1038  1.8365
H  -1.6837  -0.0763  3.0831

Forces on the atoms, in the same order (eV/Å):
1.121 0.404 -0.559
0.555 1.885 1.435
-0.044 0.147 1.125
-2.103 -0.342 1.717
-0.137 0.409 0.284
-0.657 -1.810 -1.624
0.731 0.527 -0.964
-1.772 -1.662 -0.351
0.277 1.080 0.738
1.366 0.433 -0.842
-0.963 0.160 0.075
-0.335 -0.182 1.217
0.362 -0.689 -0.343
-0.663 0.277 -0.022
0.045 0.399 -0.384
0.060 -0.376 0.006
-0.077 0.496 -0.663
0.698 -0.688 0.034
0.170 -0.138 0.059
-0.245 0.104 -0.054
-0.120 -0.014 -0.191
-0.048 0.169 -0.721
0.100 0.079 0.097
0.538 0.286 -0.225
-0.041 0.345 -0.094
0.168 -0.102 -0.032
0.088 0.124 -0.224
0.796 -0.742 0.268
0.171 0.079 -0.224
0.022 -0.469 -0.250
0.014 0.028 0.059
-0.154 -0.275 0.090
0.284 0.166 0.298
-0.207 -0.110 0.264

***

# 5
2 unconnected molecules or ions with the total composition C12H17O2Si, computed with wB97M-V/def2-TZVPD.

Results
HOMO level = -2.89 eV
Gap between HOMO and LUMO = 6.35 eV
Calculated total energy = -907.36822 Eh
LUMO level = 3.451 eV
Total charge = -1

Atoms and positions in Å:
C  -2.0742  -3.2963  1.3147
C  -2.1348  -2.0380  1.9305
C  -1.5379  -3.3095  0.0507
C  -1.5838  -0.8778  1.4188
C  -1.1183  -2.1475  -0.5108
C  -0.9813  -0.8841  0.1101
C  -2.3018  1.6955  -0.3537
C  1.9790  0.3110  0.0939
C  0.3598  1.2667  1.6693
C  0.7772  2.4780  -0.5392
C  -0.4848  0.2535  -0.5478
C  0.6324  1.1083  0.1550
O  -2.8149  1.5039  -1.3748
O  -2.2258  2.0667  0.7414
Si  -0.3563  0.0876  -2.3972
H  -2.4378  -4.1568  1.7176
H  -2.5574  -1.8675  2.9165
H  -1.4850  -4.3560  -0.5715
H  -1.6669  0.0449  1.8419
H  -0.7194  -2.1696  -1.6276
H  2.4460  0.5386  -0.9049
H  2.7317  0.5603  0.9070
H  1.9354  -0.7204  0.0256
H  -0.5740  1.6447  1.7915
H  1.1359  2.0256  1.9434
H  0.5932  0.2149  2.0946
H  1.8525  2.6128  -0.5245
H  0.1691  3.2003  0.0932
H  0.3422  2.5017  -1.5938
H  0.6814  -0.6821  -3.1903
H  -0.1815  1.5063  -3.0540
H  -1.7397  -0.3910  -3.2005

Forces on the atoms, in the same order (eV/Å):
0.693 2.594 -0.561
0.229 0.493 1.036
-0.342 -3.158 -1.526
0.641 -2.519 -2.666
2.243 1.026 -3.752
-1.723 -1.974 1.481
0.525 -1.574 -0.615
1.446 2.768 -1.151
4.276 -1.626 -0.991
-1.444 -0.011 0.314
1.105 1.621 -1.010
-0.554 -1.822 -0.251
-1.158 0.306 -1.962
0.003 1.320 2.060
-1.698 1.002 -1.886
-1.023 -2.127 1.385
-0.294 -0.611 0.064
-0.144 2.787 1.526
-0.472 1.839 1.647
-0.780 -0.314 2.314
-0.023 0.114 0.787
-0.836 0.041 -0.837
-0.840 -2.251 0.432
-2.405 0.809 1.016
-0.526 -0.690 0.519
-0.636 2.072 -0.033
0.107 1.109 -0.184
1.091 -0.393 -0.847
0.923 -0.031 1.569
-0.008 -0.076 0.477
-0.084 -1.121 0.391
1.706 0.398 1.255

***

# 6
2 unconnected molecules or ions with the total composition C12H17OSi, computed with wB97M-V/def2-TZVPD.

Results
HOMO level (spin up / spin down) = -12.82 / -12.82 eV
Gap between HOMO and LUMO (spin up / spin down) = 6.16 / 6.16 eV
Calculated total energy = -831.82551 Eh
LUMO level (spin up / spin down) = -6.659 / -6.662 eV
Total charge = +1

Atoms and positions in Å:
C  -3.5158  -1.2700  -1.5661
C  -2.1793  -1.3663  -1.8327
C  -3.9552  -1.1221  -0.2179
C  -1.3266  -1.5211  -0.7921
C  -3.0525  -1.1845  0.8408
C  -1.6772  -1.4675  0.5879
C  0.6986  -1.8197  3.6761
C  -0.1551  -1.6727  2.6543
C  -0.8129  -1.4378  1.6346
C  2.2430  3.2378  -0.4000
C  2.3583  0.2916  0.7595
C  1.8584  0.8002  -2.4551
O  -0.0023  1.4831  -0.2677
Si  1.6302  1.4181  -0.6060
H  -4.0746  -1.0633  -2.4971
H  -1.7816  -1.3570  -2.8189
H  -4.9974  -0.9009  -0.2144
H  -0.1537  -1.5252  -0.8799
H  -3.3966  -0.9887  1.8854
H  0.6805  -1.5428  4.7077
H  1.6622  -2.3222  3.7300
H  -0.3037  2.1557  0.3265
H  2.9517  3.2457  0.3661
H  2.6840  3.5240  -1.3268
H  1.4134  3.8834  -0.2240
H  3.3602  0.5263  1.0921
H  1.8606  0.4092  1.7337
H  2.4134  -0.6805  0.5656
H  1.6394  -0.1899  -2.5814
H  1.1485  1.4312  -3.0725
H  2.7821  1.0258  -2.8078

Forces on the atoms, in the same order (eV/Å):
-0.086 1.207 0.073
0.931 -0.780 0.337
0.666 -0.352 -1.364
4.891 -0.003 1.434
-1.545 0.389 0.492
-1.924 1.164 -1.159
0.315 -0.428 -0.223
2.111 0.324 1.948
-0.431 -1.224 -0.524
-0.988 -2.265 -1.143
-0.032 4.041 1.168
-3.257 3.192 2.264
-0.244 -1.020 -0.663
0.500 0.693 -0.267
-0.662 -0.402 1.143
0.094 0.047 -0.650
-0.592 0.087 1.164
-2.469 -0.228 -0.539
0.308 -0.283 -1.050
-1.740 0.784 0.605
0.159 -0.232 -1.717
-0.125 0.546 0.360
1.146 0.427 1.278
0.553 0.419 -0.664
-0.557 0.537 0.357
0.663 0.461 -0.497
-0.564 0.110 -0.425
-0.117 -4.325 -1.106
-0.561 -2.651 -0.415
0.555 -0.743 0.691
3.002 0.510 -0.911